# C4H9N

A cluster of 2 separate species, C4H9N in total (ωB97M-V/def2-TZVPD, OMol25).

Element x y z (Å)
N (-0.351, 1.226, 0.712)
C (-0.997, 0.469, -0.200)
C (-0.015, -0.554, -0.818)
C (1.119, -0.675, 0.299)
C (0.547, 0.291, 1.340)
H (-1.946, 1.200, -1.860)
H (-1.389, 1.174, -1.188)
H (-1.841, -0.038, 0.277)
H (0.558, -0.150, -1.642)
H (-0.443, -1.482, -1.192)
H (1.925, -0.286, -0.317)
H (1.432, -1.643, 0.678)
H (1.385, 0.790, 1.832)
H (0.016, -0.323, 2.078)

Atomic forces in eV per Å
N -2.095 -0.710 0.000
C 3.217 -2.366 3.699
C 0.688 -1.008 0.448
C -1.078 0.479 -1.750
C 2.868 0.339 -0.402
H 0.780 0.283 0.538
H -1.729 1.094 -2.349
H -1.498 1.042 -1.379
H -0.638 0.385 -0.487
H -0.278 -0.121 0.277
H 0.720 0.253 1.042
H -0.481 -0.180 -0.043
H -0.243 0.145 0.346
H -0.234 0.363 0.060

Summary:
* frontier orbital gap: 6.84 eV
* highest occupied orbital energy: -7.828 eV
* relative energy (zero: lowest compared OMol25 entry of this formula, charge and spin): 129.2 kcal per mole
* maximum force: 0.106 hartree/bohr
* E_tot: -5778.211 eV

Atomic partial charges in e from the natural (NBO) method, atoms 1 to 8: -0.45, -0.02, -0.47, -0.42, -0.25, 0.12, 0.05, 0.22


# C3H3I

An isolated molecule of C3H3I (ωB97M-V/def2-TZVPD, OMol25).

Element x y z (Å)
C (0.159, 0.522, -0.273)
C (-1.193, 0.811, 0.162)
C (0.920, -0.561, 0.059)
I (-2.946, -0.317, -0.003)
H (0.478, 1.460, -0.616)
H (2.054, -0.479, 0.183)
H (0.528, -1.436, 0.487)

Atomic forces in eV per Å
C -2.191 -0.377 2.195
C 0.010 -1.909 -1.482
C 2.181 1.697 0.048
I 0.878 0.610 0.379
H 1.649 1.001 -0.587
H -1.698 -0.096 -0.968
H -0.829 -0.926 0.415

Summary:
* frontier orbital gap (alpha / beta): 8.29 / 8.42 eV
* highest occupied orbital energy (alpha / beta): -7.914 / -9.745 eV
* relative energy (zero: lowest compared OMol25 entry of this formula, charge and spin): 0.0 kcal per mole
* 2S+1: 3
* maximum force: 0.061 hartree/bohr
* E_tot: -11255.427 eV

The natural (NBO) scheme yields these atomic charges, measured in e: -0.40, -0.08, -0.33, 0.18, 0.23, 0.21, 0.19


# C4H6O

An isolated molecule of C4H6O (ωB97M-V/def2-TZVPD, OMol25).

Element x y z (Å)
C (0.667, 2.295, -0.331)
C (0.088, 1.212, -0.750)
C (-0.489, 0.046, -0.835)
O (-0.644, -0.560, 0.399)
C (-0.175, -1.848, 0.730)
H (0.072, 3.079, 0.130)
H (1.747, 2.363, -0.399)
H (-0.967, -0.289, -1.762)
H (0.894, -2.033, 0.541)
H (-0.784, -2.610, 0.235)
H (-0.327, -1.930, 1.813)

Atomic forces in eV per Å
C 0.005 -0.039 -0.126
C 0.170 -0.044 0.153
C 0.094 0.243 0.039
O -0.385 0.021 0.069
C -0.057 -0.324 -0.006
H 0.244 0.119 -0.198
H -0.046 0.323 0.066
H 0.096 -0.453 0.557
H -0.261 0.322 -0.232
H 0.156 -0.133 -0.045
H -0.015 -0.035 -0.277

Summary:
* frontier orbital gap: 10.12 eV
* highest occupied orbital energy: -9.054 eV
* relative energy (zero: lowest compared OMol25 entry of this formula, charge and spin): 50.0 kcal per mole
* SMILES: C=C=COC
* maximum force: 0.014 hartree/bohr
* E_tot: -6289.750 eV

Atomic partial charges in e from the natural (NBO) method, atoms 1 to 8: -0.45, 0.03, 0.02, -0.53, -0.24, 0.22, 0.22, 0.19


What is the maximum force in the third record? 0.014 hartree/bohr


The lowest E_tot belongs to which entry? C3H3I


Repeat the third record exactly.
# C4H6O

An isolated molecule of C4H6O (ωB97M-V/def2-TZVPD, OMol25).

Element x y z (Å)
C (0.667, 2.295, -0.331)
C (0.088, 1.212, -0.750)
C (-0.489, 0.046, -0.835)
O (-0.644, -0.560, 0.399)
C (-0.175, -1.848, 0.730)
H (0.072, 3.079, 0.130)
H (1.747, 2.363, -0.399)
H (-0.967, -0.289, -1.762)
H (0.894, -2.033, 0.541)
H (-0.784, -2.610, 0.235)
H (-0.327, -1.930, 1.813)

Atomic forces in eV per Å
C 0.005 -0.039 -0.126
C 0.170 -0.044 0.153
C 0.094 0.243 0.039
O -0.385 0.021 0.069
C -0.057 -0.324 -0.006
H 0.244 0.119 -0.198
H -0.046 0.323 0.066
H 0.096 -0.453 0.557
H -0.261 0.322 -0.232
H 0.156 -0.133 -0.045
H -0.015 -0.035 -0.277

Summary:
* frontier orbital gap: 10.12 eV
* highest occupied orbital energy: -9.054 eV
* relative energy (zero: lowest compared OMol25 entry of this formula, charge and spin): 50.0 kcal per mole
* SMILES: C=C=COC
* maximum force: 0.014 hartree/bohr
* E_tot: -6289.750 eV

Atomic partial charges in e from the natural (NBO) method, atoms 1 to 8: -0.45, 0.03, 0.02, -0.53, -0.24, 0.22, 0.22, 0.19